A 9-piece molecular cluster, C36H99N9O9 overall in a non-equilibrium geometry, computed with ωB97M-V with the def2-TZVPD basis set.

Geometry as XYZ:
```
153
C36H99N9O9 ωB97M-V with the def2-TZVPD basis set
C 0.246 3.567 -0.575
C 0.243 2.047 -0.695
C 1.521 1.361 -1.167
O 1.327 -0.052 -1.226
C 2.486 -0.854 -1.634
N -0.008 1.386 0.597
H 1.215 3.843 -0.161
H -0.542 3.835 0.130
H 0.050 3.913 -1.590
H -0.558 1.723 -1.359
H 2.398 1.702 -0.617
H 1.594 1.611 -2.225
H 3.060 -1.049 -0.729
H 3.070 -0.402 -2.436
H 2.254 -1.795 -2.132
H 0.688 1.605 1.295
H 0.138 0.401 0.424
C 7.963 -5.027 -0.816
C 8.545 -4.465 -2.020
C 7.501 -3.800 -3.003
O 6.618 -3.070 -2.150
C 5.505 -2.652 -2.803
N 9.439 -3.413 -1.630
H 7.215 -5.800 -0.991
H 7.450 -4.319 -0.166
H 8.753 -5.421 -0.177
H 9.024 -5.324 -2.490
H 6.905 -4.606 -3.432
H 7.889 -3.193 -3.821
H 4.651 -2.466 -2.152
H 5.067 -3.475 -3.367
H 5.728 -1.798 -3.444
H 9.868 -2.910 -2.394
H 8.900 -2.690 -1.175
C 3.915 -4.157 0.743
C 2.513 -3.871 1.397
C 2.168 -4.755 2.545
O 0.780 -4.531 3.043
C 0.312 -5.604 3.841
N 2.507 -2.501 1.673
H 4.165 -5.119 0.295
H 4.717 -4.140 1.482
H 4.200 -3.438 -0.025
H 1.774 -4.109 0.631
H 2.881 -4.703 3.367
H 2.283 -5.792 2.229
H 0.097 -6.520 3.291
H -0.623 -5.395 4.361
H 1.029 -5.856 4.622
H 1.576 -2.146 1.503
H 2.631 -2.209 2.632
C -3.996 0.976 -2.869
C -5.184 0.493 -2.028
C -5.207 -1.048 -1.724
O -6.536 -1.423 -1.528
C -6.705 -2.743 -0.966
N -5.488 1.315 -0.837
H -3.084 0.591 -2.413
H -3.924 2.062 -2.927
H -3.763 0.568 -3.853
H -5.994 0.594 -2.751
H -4.521 -1.324 -0.923
H -4.835 -1.600 -2.587
H -6.393 -3.524 -1.660
H -7.790 -2.850 -0.954
H -6.183 -2.887 -0.020
H -5.955 2.161 -1.128
H -6.296 0.823 -0.483
C -2.148 9.449 -3.611
C -3.676 9.286 -3.421
C -3.901 8.381 -2.237
O -2.903 7.362 -1.937
C -3.128 6.516 -0.760
N -4.110 10.585 -3.064
H -1.559 8.576 -3.893
H -1.571 9.933 -2.823
H -2.091 10.141 -4.451
H -4.224 8.936 -4.296
H -4.863 7.870 -2.208
H -3.791 8.996 -1.344
H -2.392 5.718 -0.661
H -4.097 6.019 -0.740
H -3.121 7.181 0.104
H -4.938 10.452 -2.501
H -3.375 10.995 -2.506
C -1.751 -1.820 1.187
C -1.693 -3.208 1.790
C -3.081 -3.737 2.097
O -3.806 -3.022 3.031
C -4.870 -2.233 2.491
N -1.071 -4.035 0.806
H -2.566 -1.850 0.464
H -0.788 -1.522 0.775
H -2.065 -1.009 1.843
H -0.992 -3.167 2.625
H -2.988 -4.733 2.531
H -3.648 -4.015 1.209
H -5.650 -2.852 2.049
H -4.701 -1.568 1.644
H -5.223 -1.714 3.383
H -0.225 -3.537 0.569
H -0.649 -4.861 1.205
C -2.188 2.664 3.597
C -3.234 1.809 2.918
C -4.736 1.724 3.493
O -4.849 1.081 4.719
C -6.158 1.189 5.395
N -3.347 2.245 1.579
H -1.288 2.765 2.991
H -1.876 2.300 4.576
H -2.399 3.694 3.886
H -2.892 0.777 2.839
H -5.438 1.266 2.796
H -5.134 2.733 3.602
H -6.998 1.104 4.706
H -6.339 2.185 5.798
H -6.346 0.399 6.122
H -2.455 2.073 1.138
H -4.051 1.842 0.978
C -0.667 -2.698 -2.656
C -0.451 -4.171 -2.745
C 0.911 -4.684 -2.143
O 1.997 -4.810 -3.046
C 2.985 -5.711 -2.540
N -1.634 -4.816 -2.132
H 0.283 -2.195 -2.837
H -1.016 -2.289 -1.707
H -1.450 -2.388 -3.349
H -0.388 -4.410 -3.806
H 0.683 -5.628 -1.649
H 1.247 -4.022 -1.344
H 3.152 -5.722 -1.462
H 3.958 -5.527 -2.995
H 2.709 -6.675 -2.968
H -1.664 -4.405 -1.211
H -1.600 -5.825 -2.141
C 5.895 4.231 0.386
C 4.463 4.061 0.841
C 4.296 4.019 2.389
O 3.039 3.672 2.650
C 2.767 3.766 4.037
N 3.482 5.059 0.330
H 6.306 5.239 0.449
H 6.142 3.878 -0.615
H 6.586 3.646 0.994
H 4.100 3.066 0.584
H 4.579 5.002 2.765
H 4.985 3.297 2.827
H 3.326 3.008 4.586
H 1.784 3.400 4.335
H 2.983 4.767 4.409
H 2.552 4.832 0.654
H 3.767 5.919 0.776
```

- LUMO level (Ha) = 0.01975
- SMILES = COC[C@H](C)N.COC[C@H](C)N.COC[C@H](C)N.COC[C@H](C)N.COC[C@H](C)N.COC[C@H](C)N.COC[C@H](C)N.COC[C@H](C)N.COC[C@H](C)N
- ΔE to the lowest compared entry with this formula, charge and spin (eV) = 6.000
- E_HOMO (eV) = -8.2
- HOMO-LUMO gap (eV) = 8.721
- charge = 0

---

A 3-piece molecular cluster, C4H13NO2 overall in a non-equilibrium geometry, computed with ωB97M-V with the def2-TZVPD basis set.

Geometry as XYZ:
```
20
C4H13NO2 ωB97M-V with the def2-TZVPD basis set
C 0.818 -1.300 -1.092
N -0.178 -0.609 -1.926
C -1.401 -0.540 -1.140
C -0.982 -0.449 0.341
C 0.519 -0.837 0.321
H 1.807 -1.011 -1.452
H 0.788 -2.364 -1.346
H 0.141 0.290 -2.212
H -1.906 -1.469 -1.306
H -2.065 0.270 -1.430
H -1.050 0.569 0.735
H -1.639 -0.996 1.019
H 0.751 -1.420 1.213
H 1.084 0.091 0.408
H 0.702 2.612 0.129
H 0.730 1.996 -1.311
O 0.860 2.789 -0.800
H 0.530 0.230 2.654
H 0.178 -0.478 3.977
O 0.078 0.349 3.495
```

- LUMO level (Ha) = 0.02191
- SMILES = C1CCNC1.O.O
- ΔE to the lowest compared entry with this formula, charge and spin (eV) = 0.926
- E_HOMO (eV) = -9.2
- HOMO-LUMO gap (eV) = 9.845
- charge = 0

---

C18H20Cl3MnN4O5S as an isolated structure, computed with ωB97M-V with the def2-TZVPD basis set.

Geometry as XYZ:
```
52
C18H20Cl3MnN4O5S ωB97M-V with the def2-TZVPD basis set
Mn -0.238 -1.999 -0.941
N 0.087 -4.193 -0.499
C -0.464 -4.981 -1.609
C -1.413 -4.178 -2.525
O -2.066 -4.814 -3.341
O -1.414 -2.906 -2.365
H 1.034 -4.473 -0.276
H -0.466 -4.270 0.355
H -1.000 -5.869 -1.272
H 0.353 -5.323 -2.247
Cl 6.223 0.764 -3.651
C 4.784 0.299 -2.780
C 4.134 -0.875 -3.110
C 2.996 -1.227 -2.410
Cl 2.166 -2.696 -2.845
C 2.444 -0.457 -1.360
O 1.393 -0.791 -0.700
C 3.156 0.737 -1.094
Cl 2.536 1.788 0.145
C 4.296 1.115 -1.775
H 4.502 -1.511 -3.903
H 4.793 2.041 -1.523
S -1.897 -2.698 3.253
C 0.599 4.184 2.567
C -0.724 3.588 3.027
N -1.186 2.519 2.147
C -1.188 1.161 2.704
C 0.203 0.601 2.945
C -1.780 2.902 0.991
O -2.003 4.079 0.725
C -2.134 1.839 -0.005
C -3.348 1.880 -0.674
C -3.640 0.891 -1.599
C -2.706 -0.106 -1.830
N -1.520 -0.120 -1.221
C -1.239 0.836 -0.339
H 0.909 4.987 3.238
H 0.494 4.596 1.563
H 1.381 3.424 2.551
H -1.490 4.365 3.063
H -0.625 3.162 4.026
H -1.741 0.491 2.052
H -1.741 1.194 3.648
H 0.766 0.510 2.015
H 0.110 -0.394 3.382
H 0.774 1.231 3.632
H -4.046 2.679 -0.460
H -4.583 0.878 -2.127
H -2.891 -0.933 -2.507
H -0.254 0.786 0.110
O -1.104 -1.840 1.065
N -1.232 -2.873 1.783
```

- LUMO level (alpha / beta) (Ha) = 0.09348 / 0.09340
- <S²> = 8.75
- ΔE to the lowest compared entry with this formula, charge and spin (eV) = 0.000
- E_HOMO (alpha / beta) (eV) = -5.3 / -5.3
- HOMO-LUMO gap (alpha / beta) (eV) = 7.818 / 7.809
- charge = -1
- 2S+1 = 6

---

A 5-piece molecular cluster, C16H31FO7 overall in a non-equilibrium geometry, computed with ωB97M-V with the def2-TZVPD basis set.

Geometry as XYZ:
```
55
C16H31FO7 ωB97M-V with the def2-TZVPD basis set
C 4.708 3.323 -2.100
C 3.281 3.730 -1.935
O 2.721 3.004 -2.940
C 3.434 1.830 -3.085
O 3.154 0.774 -3.691
O 4.531 1.958 -2.351
F 2.935 4.986 -2.083
H 5.217 3.489 -1.150
H 5.205 3.818 -2.934
H 2.958 3.416 -0.942
C -5.199 -3.993 -5.442
C -5.641 -3.878 -3.966
C -6.627 -2.696 -3.914
O -7.043 -2.556 -5.234
C -5.917 -2.801 -6.108
H -5.136 -4.957 -5.947
H -4.145 -3.720 -5.377
H -4.755 -3.564 -3.413
H -5.982 -4.777 -3.453
H -6.151 -1.802 -3.512
H -7.506 -2.969 -3.329
H -5.325 -1.949 -6.442
H -6.315 -3.090 -7.081
C 1.256 2.757 4.851
C -0.051 2.606 5.740
C 0.248 3.785 6.746
O 1.620 4.080 6.794
C 2.290 3.106 5.956
H 1.093 3.675 4.287
H 1.508 1.891 4.239
H -0.067 1.571 6.081
H -0.982 2.777 5.200
H -0.256 3.587 7.692
H -0.247 4.697 6.411
H 2.665 2.221 6.470
H 3.230 3.548 5.627
C 3.625 -3.252 1.064
C 2.202 -3.700 0.904
C 1.443 -2.544 1.548
O 2.363 -1.451 1.489
C 3.529 -1.785 0.838
H 4.279 -3.717 0.327
H 4.010 -3.634 2.010
H 1.985 -4.683 1.321
H 2.044 -3.644 -0.174
H 1.332 -2.795 2.603
H 0.530 -2.250 1.030
H 4.243 -1.227 1.445
H 3.426 -1.598 -0.231
C -1.356 1.549 -0.506
O -2.469 0.674 -0.590
H -1.520 2.625 -0.563
H -0.902 1.428 0.477
H -0.566 1.327 -1.224
H -2.910 0.798 -1.434
```

- LUMO level (Ha) = 0.01209
- SMILES = O=C1OC[C@@H](F)O1.C1CCOC1.C1CCOC1.C1CCOC1.CO
- ΔE to the lowest compared entry with this formula, charge and spin (eV) = 0.290
- E_HOMO (eV) = -9.5
- HOMO-LUMO gap (eV) = 9.877
- charge = 0

---

- What is the ΔE to the lowest compared entry with this formula, charge and spin in the second record?
  0.926 eV

---

- The lowest charge belongs to which entry?
  C18H20Cl3MnN4O5S